96
Properties=species:S:1:pos:R:3 method="wB97M-V/def2-TZVPD" e_tot_ev=-120382.855 e_lumo_ev="2.36 / 2.36" de_lowest_kcal_mol=0.0 s2=8.753 homo_ha="-0.177 / -0.200" spin_multiplicity=6 homo_lumo_gap_ev="7.19 / 7.81" max_force_ev_per_a=4.2 total_charge=-1
Mn 3.107 8.199 16.813
C 6.460 8.790 19.358
C 6.263 8.034 18.026
C 7.387 6.947 17.909
O 4.905 7.654 17.893
H 7.440 9.254 19.465
H 6.565 8.056 20.157
H 5.632 9.477 19.535
H 6.489 8.740 17.227
H 7.436 6.360 18.827
H 8.357 7.444 17.921
H 7.440 6.478 16.927
C 0.774 10.148 13.659
F 1.835 10.959 13.973
F -0.211 10.867 13.120
F 1.293 9.174 12.904
S 0.028 9.412 15.373
O 1.216 8.863 16.048
O -0.629 10.494 16.115
O -1.001 8.366 15.050
C 1.002 4.514 18.973
F -0.210 4.000 19.287
F 1.711 4.887 19.991
F 1.803 3.600 18.350
S 0.593 6.165 17.895
O -0.544 6.797 18.608
O 1.874 6.942 17.832
O 0.189 5.738 16.569
C 0.505 5.014 11.959
C -0.170 6.181 12.532
C -1.037 6.988 11.457
O -1.677 8.072 12.100
C -2.609 8.672 11.191
N -0.913 5.702 13.735
H -0.284 4.380 11.553
H 1.123 4.500 12.695
H 1.070 5.284 11.066
H 0.627 6.856 12.844
H -1.698 6.255 10.993
H -0.484 7.352 10.591
H -2.528 9.759 11.210
H -3.569 8.346 11.591
H -2.517 8.424 10.134
H -0.271 5.593 14.508
H -1.218 4.744 13.639
C 3.445 5.025 15.735
C 4.044 6.172 14.918
C 4.456 5.648 13.515
O 4.755 6.807 12.710
C 5.035 6.574 11.301
N 3.157 7.300 14.791
H 2.458 4.624 15.504
H 3.407 5.271 16.797
H 4.137 4.193 15.602
H 4.874 6.664 15.426
H 3.542 5.248 13.076
H 5.346 5.025 13.611
H 4.064 6.405 10.836
H 5.814 5.818 11.203
H 5.324 7.561 10.940
H 3.729 7.809 14.132
H 2.275 7.021 14.387
C 0.829 10.100 22.160
C 0.230 9.091 21.177
C -1.213 8.674 21.533
O -1.307 7.877 22.777
C -2.612 7.668 23.236
N 0.351 9.451 19.759
H 0.640 9.785 23.186
H 0.400 11.095 22.041
H 1.893 10.194 21.941
H 0.756 8.137 21.210
H -1.575 8.159 20.643
H -1.834 9.549 21.723
H -3.228 7.451 22.364
H -2.933 8.547 23.795
H -2.597 6.821 23.922
H -0.297 10.197 19.547
H -0.058 8.681 19.249
C 3.341 11.830 19.289
C 3.081 11.102 17.920
C 4.187 11.147 16.926
O 3.949 10.236 15.871
C 4.871 10.310 14.754
N 2.715 9.718 18.262
H 2.860 11.242 20.071
H 3.111 12.896 19.308
H 4.391 11.759 19.573
H 2.335 11.757 17.469
H 5.127 10.828 17.376
H 4.353 12.188 16.650
H 4.561 9.605 13.983
H 5.904 10.243 15.095
H 4.807 11.270 14.240
H 3.260 9.499 19.084
H 1.788 9.682 18.661